(1)
{"formula": "Br2Cu", "method": "the ωB97M-V functional and the def2-TZVPD basis", "symbols": ["Cu", "Br", "Br"], "positions_angstrom": [[1.13834, 0.43324, 0.19302], [0.40960, -2.01573, -0.91575], [-1.54793, 1.58249, 0.72273]], "lowdin_charge": [0.060, -0.487, -0.574], "e_tot_ev": -184727.5461, "charge": -1, "e_above_lowest_kj_mol": 95.0, "largest_force_ev_per_a": 2.3, "homo_ev": -4.68, "gap_ev": 6.96}

(2)
{"formula": "C18H23NO", "method": "the ωB97M-V functional and the def2-TZVPD basis", "symbols": ["C", "C", "C", "C", "C", "C", "C", "C", "C", "C", "H", "H", "O", "C", "C", "H", "C", "C", "N", "C", "C", "H", "H", "C", "H", "H", "C", "H", "H", "H", "H", "H", "H", "H", "H", "H", "H", "H", "H", "H", "H", "H", "H"], "positions_angstrom": [[2.34621, 0.72529, -5.41037], [3.07815, -0.17577, -4.72803], [2.74222, -0.89894, -3.48102], [3.59335, -1.72427, -2.96057], [3.05373, -2.29082, -1.91886], [2.02906, -1.97329, -1.32679], [1.24292, -1.00441, -1.95572], [1.45402, -0.65458, -3.13605], [0.63506, 0.25352, -3.81780], [1.00335, 0.97579, -4.91328], [0.52968, 1.48055, -5.38683], [-0.27647, 0.38966, -3.39855], [-0.27313, -0.78987, -1.49772], [-0.45806, -1.41830, -0.09907], [-1.97913, -0.84646, 0.10127], [-2.44688, -0.93140, -0.71039], [-1.90527, 0.90754, 0.27778], [-1.04808, 1.36981, 1.49503], [-1.91275, 1.07384, 2.86555], [-1.67921, -0.06999, 3.47510], [-1.75564, 0.15741, 4.87783], [-2.10633, -0.44083, 5.53300], [-0.57728, 0.08873, 5.34699], [-1.98815, 1.73449, 5.02925], [-1.88949, 1.91526, 5.89634], [-3.29373, 1.71781, 5.07363], [-1.70346, 2.37173, 3.64311], [-0.48749, 2.29911, 3.91972], [-1.99754, 3.23682, 3.34273], [-0.92542, -0.62214, 3.15192], [-2.70077, -0.78463, 3.27461], [-1.00771, 2.28290, 1.28107], [-0.09225, 0.78602, 1.67028], [-2.93821, 1.19585, 0.27265], [-1.38987, 1.20412, -0.64803], [-2.16294, -1.36407, 1.19138], [-0.73423, -2.58297, -0.24354], [0.41240, -0.97437, 0.69972], [1.78438, -2.58287, -0.32724], [4.10755, -3.08110, -1.32947], [4.66230, -1.77922, -3.33625], [4.40611, -0.35313, -5.29847], [2.64901, 1.17715, -6.49490]], "lowdin_charge": [-0.093, -0.035, -0.218, -0.095, -0.191, -0.081, -0.094, -0.188, 0.043, -0.002, -0.042, 0.086, -0.159, -0.167, -0.087, -0.009, -0.101, -0.086, -0.127, -0.371, -0.157, 0.028, 0.169, -0.137, -0.036, 0.173, -0.090, 0.169, 0.044, 0.063, 0.165, 0.012, 0.121, 0.084, 0.086, 0.127, 0.149, 0.161, 0.168, 0.212, 0.149, 0.203, 0.153], "e_tot_ev": -22557.8513, "e_above_lowest_kj_mol": 1884.6, "largest_force_ev_per_a": 19.3, "homo_ev": -7.89, "gap_ev": 8.36}

(3)
{"formula": "C4H3F3", "method": "the ωB97M-V functional and the def2-TZVPD basis", "symbols": ["C", "C", "C", "C", "F", "F", "F", "H", "H", "H"], "positions_angstrom": [[-1.28083, -0.05601, -1.17072], [-0.81678, 0.24983, 0.04390], [0.54515, 0.63173, 0.58175], [1.53888, -0.27730, 0.71288], [0.83561, 1.95614, 0.57376], [2.70881, -0.31797, 1.12857], [0.89934, -1.50272, 0.61921], [-0.73717, -0.18182, -2.08620], [-2.27608, -0.42466, -1.20412], [-1.41693, -0.07722, 0.80096]], "lowdin_charge": [0.053, -0.090, -0.183, -0.315, 0.051, 0.245, 0.053, 0.065, 0.051, 0.070], "e_tot_ev": -12346.0438, "e_above_lowest_kj_mol": 150.9, "largest_force_ev_per_a": 6.7, "homo_ev": -9.49, "gap_ev": 10.28}

(4)
{"formula": "C4H9NO3", "method": "the ωB97M-V functional and the def2-TZVPD basis", "symbols": ["C", "C", "N", "O", "O", "H", "H", "H", "H", "H", "C", "C", "O", "H", "H", "H", "H"], "positions_angstrom": [[-2.04785, 1.21436, -0.28968], [-0.57324, -1.18164, -0.20865], [-0.57284, -0.99492, -1.54964], [-1.30338, 0.29337, 0.51994], [-0.68876, -2.12229, 0.49277], [-0.41599, -1.85872, -2.05374], [0.04864, -0.24282, -1.85015], [-1.43009, 1.64515, -1.08191], [-2.89375, 0.69177, -0.73358], [-2.41453, 2.01103, 0.35906], [2.21011, -0.08249, 1.39889], [1.30179, 0.13911, 0.21222], [1.74107, 0.47471, -0.87506], [-0.19748, 0.43017, 0.53626], [2.01186, -1.07244, 1.81861], [1.96139, 0.64176, 2.18084], [3.26305, 0.01388, 1.12381]], "lowdin_charge": [-0.087, -0.451, 0.169, -0.156, 0.157, 0.128, 0.093, 0.085, 0.088, 0.088, -0.059, -0.343, -0.017, 0.077, 0.075, 0.078, 0.074], "e_tot_ev": -11923.1135, "e_above_lowest_kj_mol": 427.2, "largest_force_ev_per_a": 0.7, "homo_ev": -7.71, "gap_ev": 8.19}

(5)
{"formula": "C3H5N3", "method": "the ωB97M-V functional and the def2-TZVPD basis", "symbols": ["N", "C", "C", "N", "C", "N", "H", "H", "H", "H", "H"], "positions_angstrom": [[1.98263, -0.20984, -0.19963], [0.61528, -0.07566, -0.02073], [-0.20943, 0.95171, -0.34731], [-1.51043, 0.52542, -0.02806], [-1.33543, -0.74544, 0.48872], [-0.10254, -1.14035, 0.52191], [2.33888, -0.99981, 0.31712], [2.52077, 0.63194, -0.04866], [0.00215, 1.96593, -0.65382], [-2.10162, 0.37475, -0.84519], [-2.20320, -1.30429, 0.82910]], "lowdin_charge": [0.095, -0.421, -0.090, 0.000, -0.220, 0.110, 0.081, 0.087, 0.103, 0.138, 0.118], "e_tot_ev": -7661.9100, "e_above_lowest_kj_mol": 52.6, "largest_force_ev_per_a": 1.1, "homo_ev": -8.07, "gap_ev": 9.17}

(6)
{"formula": "C15H12F6N", "method": "the ωB97M-V functional and the def2-TZVPD basis", "symbols": ["F", "C", "F", "F", "C", "C", "C", "C", "C", "C", "C", "C", "C", "C", "F", "F", "F", "C", "C", "C", "C", "H", "H", "H", "H", "H", "H", "H", "H", "H", "N", "H", "H", "H"], "positions_angstrom": [[-5.38165, 2.40243, 1.01836], [-5.34068, 1.24896, 0.32440], [-6.14067, 0.33132, 0.90176], [-5.72193, 1.45995, -0.94961], [-3.91478, 0.73426, 0.32265], [-3.66230, -0.60850, 0.52696], [-2.37738, -1.07693, 0.53154], [-1.28174, -0.20733, 0.34392], [0.01381, -0.78033, 0.35310], [1.30963, -0.21021, 0.38495], [1.59841, 1.14350, 0.65429], [2.89264, 1.59539, 0.66182], [3.94313, 0.72893, 0.42154], [5.36819, 1.24174, 0.36187], [6.18656, 0.31862, 0.90273], [5.68809, 1.44302, -0.93097], [5.45365, 2.39814, 1.04672], [3.69009, -0.60973, 0.19201], [2.40449, -1.07697, 0.18059], [-1.56939, 1.15153, 0.10182], [-2.86398, 1.60351, 0.09433], [-4.49653, -1.27304, 0.68161], [-2.19841, -2.12726, 0.68505], [0.01295, -1.85655, 0.31879], [0.81509, 1.82784, 0.91495], [3.11766, 2.62850, 0.86867], [4.52411, -1.27367, 0.03319], [2.22320, -2.12376, 0.00679], [-0.78372, 1.84055, -0.13855], [-3.08686, 2.64081, -0.09289], [-0.09111, -3.34885, -2.40542], [-0.10803, -2.46117, -2.87070], [-0.91656, -3.84557, -2.68262], [0.69401, -3.85910, -2.76368]], "lowdin_charge": [0.163, -0.557, 0.154, 0.171, -0.063, 0.029, 0.037, -0.169, 0.148, -0.168, 0.034, 0.031, -0.063, -0.557, 0.161, 0.172, 0.156, 0.027, 0.036, 0.032, 0.029, 0.136, 0.132, 0.121, 0.110, 0.136, 0.139, 0.129, 0.110, 0.139, 0.022, 0.004, 0.010, 0.010], "e_tot_ev": -33538.2809, "charge": 1, "e_above_lowest_kj_mol": 0.0, "largest_force_ev_per_a": 1.0, "homo_ev": -13.35, "gap_ev": 6.94}